# 1
A structure of composition C31H40BrN2O5PTa, computed with ωB97M-V with the def2-TZVPD basis set.

Geometry as XYZ:
```
81
Properties=species:S:1:pos:R:3:lowdin_charge:R:1
Ta -0.463 0.092 0.517 1.734
O 3.692 1.194 1.010 0.259
C 2.408 1.119 1.066 -0.426
O 1.723 0.390 0.334 -0.051
C 1.761 1.996 2.086 -0.026
O 0.379 1.721 1.934 -0.280
C -0.526 2.424 2.803 -0.012
C -1.910 1.923 2.442 -0.509
O -2.902 2.257 2.988 0.218
O -1.859 1.049 1.400 -0.281
H 4.079 0.631 0.315 0.186
H 2.126 1.749 3.086 0.168
H 1.996 3.044 1.872 0.179
H -0.299 2.199 3.845 0.158
H -0.460 3.500 2.628 0.168
C -4.404 -1.717 -2.751 -0.078
C -3.047 -1.051 -2.467 -0.492
C -3.070 0.362 -3.057 -0.090
P -2.578 -1.128 -0.684 1.098
C -4.028 -0.812 0.411 -0.507
C -4.704 0.517 0.053 -0.082
C -5.030 -1.961 0.524 -0.065
C -2.041 -2.831 -0.344 -0.291
C -2.515 -4.006 -0.919 -0.012
C -2.147 -5.255 -0.415 -0.228
C -2.686 -6.520 -1.017 -0.017
C -1.299 -5.301 0.693 0.016
C -0.786 -4.146 1.264 0.019
C -1.147 -2.927 0.719 -0.296
N -0.592 -1.695 1.141 -0.174
C 0.071 -1.404 2.379 -0.263
C 1.481 -1.599 2.480 -0.205
C 2.269 -2.280 1.398 -0.011
C 2.107 -1.248 3.661 0.018
C 1.382 -0.807 4.774 -0.208
C 2.075 -0.475 6.057 -0.004
C -0.014 -0.766 4.698 0.025
C -0.698 -1.100 3.547 -0.167
C -2.194 -1.226 3.584 0.013
H -4.492 -1.857 -3.829 0.105
H -5.225 -1.074 -2.440 0.083
H -4.540 -2.686 -2.280 0.059
H -2.259 -1.633 -2.957 0.106
H -3.757 1.015 -2.522 0.078
H -3.418 0.304 -4.088 0.104
H -2.090 0.830 -3.078 0.019
H -3.551 -0.690 1.383 0.059
H -5.296 0.434 -0.858 0.077
H -3.992 1.335 -0.066 0.065
H -5.384 0.796 0.858 0.105
H -5.638 -2.073 -0.371 0.077
H -5.709 -1.736 1.348 0.103
H -4.550 -2.915 0.745 0.078
H -3.191 -3.977 -1.762 0.107
H -3.101 -6.348 -2.009 0.089
H -3.479 -6.929 -0.389 0.104
H -1.910 -7.280 -1.093 0.097
H -1.022 -6.262 1.108 0.138
H -0.109 -4.198 2.108 0.129
H 2.366 -3.337 1.657 0.115
H 3.284 -1.888 1.334 0.095
H 1.800 -2.230 0.418 0.060
H 3.178 -1.388 3.755 0.142
H 3.155 -0.425 5.941 0.093
H 1.850 -1.243 6.801 0.116
H 1.711 0.468 6.468 0.101
H -0.580 -0.527 5.592 0.148
H -2.501 -1.500 4.592 0.113
H -2.544 -2.002 2.903 0.088
H -2.713 -0.297 3.344 0.075
Br -0.521 2.412 -1.310 0.985
C 0.220 0.977 -2.319 -0.701
C 0.703 1.127 -3.595 -0.033
C 1.162 -0.031 -4.219 0.028
C 1.109 -1.247 -3.550 0.013
C 0.608 -1.288 -2.264 -0.085
N 0.166 -0.174 -1.652 -0.162
H 0.712 2.090 -4.086 0.138
H 1.552 0.024 -5.227 0.143
H 1.451 -2.158 -4.019 0.137
H 0.532 -2.211 -1.701 0.124
```

Output
- total charge = +3
- HOMO (eV) = -16.49
- 2S+1 = 1
- relative energy (zero: lowest compared OMol25 entry of this formula, charge and spin) (kJ/mol) = 2.2
- energy (eV) = -126875.770
- orbital gap (eV) = 6.705

---

# 2
A structure of composition C31H40FeN4O in a non-equilibrium geometry, computed with ωB97M-V with the def2-TZVPD basis set.

Geometry as XYZ:
```
77
Properties=species:S:1:pos:R:3:lowdin_charge:R:1
Fe 1.069 -0.758 0.246 0.519
N 0.803 -2.562 4.906 0.035
N 0.374 -1.955 -1.420 -0.038
C 1.459 1.600 -0.275 -0.286
C 2.643 0.901 0.145 -0.316
C 2.514 0.618 1.550 -0.298
C 3.512 -0.018 2.390 -0.083
H 4.209 -0.657 1.854 0.061
H 2.851 -1.013 3.225 -0.019
H 3.983 0.623 3.155 0.066
C 1.179 1.054 1.954 -0.247
C 0.627 0.929 3.328 -0.052
H 1.260 1.354 4.113 0.073
H 0.533 -0.131 3.576 0.041
H -0.373 1.360 3.380 0.061
C 0.525 1.620 0.840 -0.251
C -0.852 2.212 0.837 -0.071
H -1.583 1.455 1.146 0.043
H -1.151 2.520 -0.167 0.044
H -0.977 3.069 1.497 0.063
C 3.974 0.910 -0.550 -0.077
H 4.420 1.907 -0.410 0.069
H 3.885 0.716 -1.624 0.054
H 4.688 0.180 -0.155 0.056
C 1.443 2.540 -1.424 -0.055
H 0.448 2.931 -1.641 0.058
H 1.840 2.086 -2.335 0.064
H 2.084 3.394 -1.166 0.074
C 0.044 -3.551 5.323 -0.219
H 0.205 -3.895 6.360 0.077
C -0.937 -4.130 4.465 -0.185
H -1.673 -4.802 4.928 0.051
C -0.931 -3.781 3.103 -0.164
H -1.668 -4.237 2.440 0.084
C 0.012 -2.886 2.611 -0.070
H 0.107 -2.634 1.542 0.062
C 1.005 -2.427 3.613 -0.494
C 2.302 -2.078 3.191 -0.074
H 2.331 -2.386 2.068 0.031
C 0.062 -0.781 -1.892 -0.242
C 0.807 -2.724 -2.530 -0.150
H 1.277 -3.687 -2.310 0.080
C 0.460 -2.078 -3.687 -0.128
H 0.445 -2.401 -4.701 0.081
N -0.065 -0.845 -3.251 -0.060
C -0.237 0.349 -3.922 -0.149
C 0.787 0.699 -4.808 -0.196
C 0.599 1.909 -5.471 -0.031
H 1.311 2.179 -6.253 0.107
C -0.497 2.714 -5.153 -0.314
C -0.777 3.863 -6.027 -0.093
H -1.362 4.614 -5.499 0.068
H -1.357 3.527 -6.894 0.077
H 0.149 4.305 -6.397 0.070
C -1.369 2.431 -4.093 -0.015
H -2.201 3.094 -3.864 0.110
C -1.189 1.253 -3.367 -0.173
C -1.944 0.845 -2.131 -0.084
H -2.574 -0.037 -2.329 0.090
H -2.586 1.633 -1.737 0.062
H -1.261 0.536 -1.289 0.047
C 2.051 -0.130 -4.866 -0.046
H 1.916 -1.130 -5.308 0.059
H 2.503 -0.271 -3.865 0.096
H 2.791 0.390 -5.467 0.063
C -2.609 -1.053 4.245 -0.043
N -3.610 -0.869 3.207 -0.191
C -5.004 -0.887 3.615 -0.080
C -3.267 -0.590 1.927 -0.310
O -2.114 -0.556 1.486 -0.003
H -2.707 -2.056 4.680 0.078
H -2.768 -0.320 5.049 0.089
H -1.606 -0.940 3.829 0.069
H -5.449 0.117 3.570 0.079
H -5.587 -1.545 2.957 0.079
H -5.051 -1.254 4.644 0.080
H -4.152 -0.383 1.285 0.135
```

Output
- total charge = -2
- HOMO (spin up / spin down) (eV) = 0.66 / 1.01
- 2S+1 = 5
- energy (eV) = -75182.242
- orbital gap (spin up / spin down) (eV) = 3.707 / 3.355

---

# 3
A structure of composition C31H40GeNOPdS6SbSi3 in a non-equilibrium geometry, computed with ωB97M-V with the def2-TZVPD basis set.

Geometry as XYZ:
```
85
Properties=species:S:1:pos:R:3:lowdin_charge:R:1
Pd 0.729 0.505 1.003 0.317
S 3.206 3.318 4.329 -0.422
Sb 1.549 3.083 2.751 0.124
S 0.324 1.032 3.203 -0.052
S 2.506 2.129 0.742 0.046
C 1.112 4.066 -1.962 -0.242
Si -0.338 4.165 -0.731 0.339
C -1.791 4.980 -1.671 -0.233
C 0.094 5.498 0.570 -0.270
Ge -0.958 1.995 0.172 0.537
Si -2.681 2.311 1.854 0.336
C -3.111 0.572 2.492 -0.245
C -4.295 3.052 1.139 -0.227
C -2.315 3.462 3.331 -0.245
Si -2.159 1.057 -1.706 0.377
C -2.758 -0.697 -1.278 -0.221
C -1.137 1.075 -3.317 -0.221
C -3.771 1.951 -2.213 -0.218
H 1.594 5.034 -2.111 0.021
H 0.793 3.684 -2.934 0.010
H 1.861 3.381 -1.569 -0.050
H -1.568 6.027 -1.879 0.019
H -2.711 4.945 -1.087 0.004
H -1.983 4.484 -2.624 0.004
H -0.189 6.498 0.234 0.014
H 1.162 5.496 0.783 -0.003
H -0.425 5.295 1.506 -0.025
H -3.706 0.021 1.760 0.010
H -3.653 0.582 3.439 0.023
H -2.186 0.015 2.645 -0.029
H -4.923 2.278 0.699 0.006
H -4.097 3.792 0.363 -0.001
H -4.869 3.540 1.928 0.017
H -1.410 3.152 3.849 -0.040
H -3.133 3.447 4.055 0.020
H -2.179 4.494 3.000 0.011
H -2.099 -1.128 -0.524 0.016
H -2.771 -1.362 -2.143 0.016
H -3.768 -0.664 -0.865 0.019
H -0.075 0.995 -3.088 0.003
H -1.295 2.007 -3.863 0.016
H -1.400 0.248 -3.979 0.024
H -4.522 1.899 -1.426 -0.003
H -4.191 1.494 -3.111 0.027
H -3.591 3.004 -2.427 -0.005
O 0.882 -1.679 1.599 -0.427
C 2.113 -2.334 1.727 -0.631
C 1.973 -3.177 3.004 -0.466
C 2.716 -4.123 3.639 -0.127
C 2.033 -4.675 4.757 -0.218
C 0.804 -4.120 4.938 -0.433
S 0.439 -2.934 3.741 1.056
C 3.300 -1.396 1.906 -0.445
C 3.571 -0.702 3.047 -0.144
C 4.789 0.021 2.996 -0.202
C 5.427 -0.124 1.809 -0.437
S 4.562 -1.152 0.739 1.007
C 2.276 -3.349 0.598 -0.431
C 3.316 -3.801 -0.157 -0.165
C 2.931 -4.796 -1.099 -0.200
C 1.611 -5.099 -1.025 -0.422
S 0.821 -4.185 0.198 1.071
H 3.708 -4.417 3.325 0.110
H 2.447 -5.454 5.385 0.082
H 0.090 -4.336 5.717 0.042
H 2.916 -0.696 3.906 0.110
H 5.140 0.634 3.809 0.081
H 6.340 0.337 1.471 0.051
H 4.331 -3.453 -0.066 0.043
H 3.612 -5.245 -1.810 0.088
H 1.048 -5.789 -1.632 0.054
N -1.324 -5.418 -6.519 0.121
C -0.969 -4.680 -5.708 -0.215
C -0.542 -3.771 -4.705 -0.253
C -1.097 -3.839 -3.420 -0.030
C -0.702 -2.952 -2.447 -0.080
C 0.280 -1.977 -2.705 -0.243
C 0.831 -1.923 -3.994 -0.025
C 0.426 -2.799 -4.977 -0.038
C 0.655 -1.069 -1.686 -0.150
C 0.914 -0.219 -0.847 -0.168
H -1.840 -4.598 -3.205 0.117
H -1.147 -2.990 -1.467 0.083
H 1.590 -1.185 -4.215 0.119
H 0.860 -2.746 -5.968 0.111
```

Output
- total charge = -2
- HOMO (eV) = -1.62
- 2S+1 = 1
- relative energy (zero: lowest compared OMol25 entry of this formula, charge and spin) (kJ/mol) = 193.6
- energy (eV) = -191514.599
- orbital gap (eV) = 4.716

---

- Look up the 2S+1 of the first one.
  1

---

- Look up the 2S+1 of the second one.
  5